No. 1
{"formula": "C5H15NO", "method": "wB97M-V/def2-TZVPD", "homo_energy_ha": [-0.486, -0.486], "total_charge": 1, "s2": 0.754, "orbital_gap_ev": [10.4, 6.2], "energy_ev": -8957.85690, "multiplicity": 2, "largest_force_ha_per_bohr": 0.021, "e_above_lowest_kj_mol": 2.88, "e_lumo_ev": [-2.8, -7.0], "species": ["C", "N", "C", "C", "C", "C", "H", "H", "H", "H", "H", "H", "H", "H", "H", "H", "H", "H", "H", "H", "H", "O"], "positions_angstrom": [[-1.64839, 2.12528, -1.62120], [-0.65007, 1.60376, -0.70176], [0.64256, 2.22647, -0.75721], [-0.56212, -0.70959, -1.42514], [-0.78638, 0.22284, -0.24030], [0.09520, -0.07202, 0.96204], [-2.59354, 1.62427, -1.43568], [-1.76988, 3.19013, -1.44211], [-1.27203, 1.91790, -2.62041], [0.54039, 3.28553, -1.00854], [1.28504, 1.74574, -1.49770], [1.16864, 2.13120, 0.19875], [-0.76874, -1.73987, -1.15703], [0.46820, -0.64055, -1.76710], [-1.22473, -0.44384, -2.24365], [-1.83250, 0.14455, 0.05010], [-0.16126, -1.05253, 1.34677], [1.14155, -0.12536, 0.65814], [-0.02194, 0.65111, 1.76707], [2.23556, -4.94527, 4.84905], [3.16871, -5.42110, 3.70981], [2.54572, -5.71865, 4.37610]], "forces_ev_per_a": [[-0.1, -0.2, 0.9], [0.4, -0.3, -0.9], [0.3, 0.7, 0.8], [0.2, 0.1, -0.4], [-0.4, 0.2, 0.9], [0.3, -0.1, -0.3], [0.0, -0.1, -0.2], [0.1, 0.1, -0.2], [-0.1, 0.2, -0.3], [0.0, -0.2, 0.0], [-0.1, -0.2, -0.2], [-0.2, 0.0, -0.1], [0.0, 0.0, 0.2], [0.1, -0.1, -0.1], [0.0, -0.1, -0.1], [-0.2, 0.0, 0.1], [-0.1, -0.1, 0.1], [0.0, 0.0, 0.1], [-0.1, 0.0, 0.0], [0.1, 0.2, 0.0], [0.0, 0.2, 0.1], [-0.1, -0.3, 0.0]]}


No. 2
{"formula": "C5H15NO", "method": "wB97M-V/def2-TZVPD", "homo_energy_ha": [-0.558, -0.557], "total_charge": 1, "s2": 0.754, "orbital_gap_ev": [12.2, 7.3], "energy_ev": -8957.43536, "multiplicity": 2, "largest_force_ha_per_bohr": 0.037, "e_above_lowest_kj_mol": 43.55, "e_lumo_ev": [-2.9, -7.9], "species": ["C", "C", "C", "N", "C", "C", "H", "H", "H", "H", "H", "H", "H", "H", "H", "H", "H", "H", "H", "H", "H", "O"], "positions_angstrom": [[1.74715, -0.75915, -0.53306], [2.56635, -1.09598, -1.76331], [0.53372, 0.16411, -0.96775], [-0.34406, 0.46305, 0.12211], [-0.90663, -0.54689, 0.98653], [-0.25201, -0.48847, 2.37532], [2.29749, -0.18996, 0.20205], [1.29281, -1.61502, -0.02845], [3.32309, -1.82544, -1.45701], [1.94962, -1.52576, -2.55295], [3.09306, -0.23250, -2.16087], [0.89004, 1.11251, -1.35992], [-0.03654, -0.34673, -1.74427], [-0.03799, 1.29451, 0.63345], [-0.83849, -1.49344, 0.46508], [-1.97300, -0.31777, 1.14027], [-0.71212, -1.23751, 3.00064], [-0.34865, 0.52183, 2.76534], [0.82149, -0.69990, 2.30554], [-3.74818, 1.62371, -0.38889], [-2.21715, 1.49998, -0.44006], [-2.92833, 2.08709, -0.17570]], "forces_ev_per_a": [[-1.1, 0.5, 0.0], [0.2, -0.3, 0.3], [-0.4, 0.1, -0.5], [1.6, -0.3, 1.0], [-0.7, 0.2, -0.1], [0.9, 0.1, -0.8], [0.4, 0.0, 0.2], [0.3, -0.2, -0.2], [-0.1, 0.0, -0.2], [0.1, -0.1, 0.0], [-0.1, 0.1, 0.0], [0.1, 0.0, -0.1], [0.0, -0.2, 0.0], [-0.6, 0.3, -0.1], [0.0, -0.2, 0.1], [0.1, 0.0, -0.2], [-0.2, 0.0, 0.3], [-0.3, -0.1, 0.4], [-0.2, -0.1, 0.0], [0.1, 0.1, 0.0], [-0.2, 0.0, -0.3], [0.0, 0.0, 0.2]]}


No. 3
{"formula": "C5H15NO2", "method": "wB97M-V/def2-TZVPD", "homo_energy_ha": -0.327, "orbital_gap_ev": 9.5, "energy_ev": -11012.90719, "largest_force_ha_per_bohr": 0.016, "e_above_lowest_kj_mol": 100.26, "smiles": "CN[C@@H](C)[C@H](C)O.O", "e_lumo_ev": 0.6, "species": ["C", "N", "C", "C", "C", "C", "O", "H", "H", "H", "H", "H", "H", "H", "H", "H", "H", "H", "H", "H", "O", "H", "H"], "positions_angstrom": [[-0.91512, -0.21868, -2.41461], [-0.75074, 0.22869, -1.02448], [-0.47289, -0.84711, -0.06492], [0.83618, -1.56349, -0.33857], [-0.49756, -0.25065, 1.34728], [-1.68173, 0.65334, 1.61161], [0.75367, 0.44361, 1.53795], [-1.82276, 0.20442, -2.79484], [-0.97763, -1.31096, -2.48748], [-0.07082, -0.00133, -3.07750], [-0.00276, 0.90700, -0.93888], [-1.31287, -1.53682, -0.10873], [0.91018, -1.86838, -1.38339], [1.67744, -0.90166, -0.16675], [1.03082, -2.42649, 0.30627], [-0.46450, -1.08675, 2.05438], [-2.49251, 0.37323, 0.95048], [-1.44590, 1.67921, 1.32149], [-1.94753, 0.61697, 2.66883], [0.74173, 1.03582, 2.28991], [3.24448, 2.05837, -0.00725], [3.25609, 2.16676, 0.94843], [2.40474, 1.64492, -0.22924]], "forces_ev_per_a": [[0.6, -0.5, 0.3], [0.3, -0.4, 0.0], [0.1, 0.7, 0.1], [0.5, -0.3, -0.1], [0.7, -0.1, 0.3], [0.2, 0.1, -0.1], [0.3, 0.1, -0.6], [-0.4, 0.2, -0.5], [-0.3, 0.1, 0.3], [-0.1, 0.4, 0.1], [-0.1, 0.0, -0.2], [-0.1, -0.2, -0.1], [-0.2, -0.2, 0.1], [0.1, 0.3, 0.0], [-0.3, 0.0, -0.1], [-0.3, -0.1, 0.0], [-0.4, -0.2, 0.2], [0.1, 0.0, 0.1], [-0.2, 0.1, -0.1], [-0.4, 0.0, 0.2], [0.2, 0.2, -0.2], [-0.2, -0.1, -0.1], [0.0, -0.1, 0.3]]}


No. 4
{"formula": "C5H15NO2", "method": "wB97M-V/def2-TZVPD", "homo_energy_ha": -0.326, "orbital_gap_ev": 4.6, "energy_ev": -11005.23383, "largest_force_ha_per_bohr": 0.083, "e_above_lowest_kj_mol": 840.62, "e_lumo_ev": -4.3, "species": ["C", "N", "C", "C", "C", "C", "O", "H", "H", "H", "H", "H", "H", "H", "H", "H", "H", "H", "H", "H", "H", "H", "O"], "positions_angstrom": [[1.32172, 1.08517, 0.53099], [-0.06630, 1.02157, 0.27781], [0.49131, -0.06040, -2.32333], [-0.47780, -0.81809, -1.39757], [-0.52040, -0.34406, 0.08190], [-1.92332, -0.50022, 0.57740], [2.16659, -1.32880, 0.22974], [1.91695, 0.71779, -0.30249], [1.65269, 2.10427, 0.75877], [1.53118, 0.40535, 1.39629], [-0.45648, 1.46437, 1.17337], [1.48588, 0.03687, -1.91703], [0.12374, 0.97392, -2.36649], [0.46407, -0.46066, -3.33075], [-0.31218, -1.88943, -1.48797], [-1.44460, -0.46106, -1.78547], [0.25408, -0.93635, 0.64709], [-1.95822, -0.30384, 1.65552], [-2.23972, -1.55674, 0.56275], [2.53571, -1.95618, 0.86672], [-2.65916, 0.11697, 0.06840], [-1.01147, 1.30845, 3.51535], [-0.87427, 1.38108, 2.56903]], "forces_ev_per_a": [[1.1, 1.7, -1.9], [1.4, -2.8, 2.9], [-0.5, 0.7, 0.8], [0.5, 1.1, -0.9], [-1.3, 1.6, -1.7], [-0.4, -1.3, 1.7], [-0.8, 0.0, 0.6], [0.0, -0.1, 0.4], [-0.3, -0.1, 0.3], [0.2, -0.1, -0.4], [-1.4, 0.2, 0.4], [0.4, -0.5, -0.4], [0.0, -0.1, -0.2], [0.2, -0.2, 0.0], [-0.4, 0.0, 0.3], [-0.1, -1.0, 0.1], [0.9, -0.4, -0.3], [0.0, 0.6, -0.2], [0.1, 0.3, -0.7], [0.0, -0.1, 0.0], [0.1, 0.1, -0.1], [0.3, -0.4, 0.0], [-0.1, 1.0, -0.7]]}


No. 5
{"formula": "C5H15NO2", "method": "wB97M-V/def2-TZVPD", "homo_energy_ha": -0.327, "orbital_gap_ev": 9.7, "energy_ev": -11012.43812, "largest_force_ha_per_bohr": 0.034, "e_above_lowest_kj_mol": 145.52, "smiles": "CN(C)CCCO.O", "e_lumo_ev": 0.8, "species": ["C", "N", "C", "C", "C", "C", "O", "H", "H", "H", "H", "H", "H", "H", "H", "H", "H", "H", "H", "H", "O", "H", "H"], "positions_angstrom": [[0.56452, -2.25329, 0.83405], [1.09428, -1.10964, 0.10707], [2.26049, -0.59805, 0.83983], [0.05565, -0.06792, 0.03978], [-0.81026, -0.31254, -1.18705], [-1.77682, 0.82367, -1.46891], [-1.11884, 2.12323, -1.41020], [-0.26606, -2.70592, 0.30399], [1.34291, -2.98901, 1.04908], [0.26679, -2.02562, 1.88304], [2.85652, 0.03931, 0.19249], [1.92474, -0.06315, 1.72812], [2.86007, -1.44713, 1.16340], [0.55095, 0.88209, -0.11109], [-0.61256, -0.08766, 0.90813], [-0.25259, -0.44798, -2.10505], [-1.41990, -1.21911, -1.13061], [-2.63800, 0.93644, -0.82412], [-2.28526, 0.78056, -2.43395], [-0.96499, 2.43363, -2.30849], [-0.73012, 2.67324, 1.55573], [-0.65376, 2.75807, 0.59058], [-0.24775, 1.87678, 1.78419]], "forces_ev_per_a": [[0.4, -0.2, 0.9], [-0.1, 0.1, 0.9], [-0.5, -0.5, -0.3], [0.2, -1.1, -1.4], [-1.2, 0.3, -0.6], [-0.4, 1.5, -0.3], [0.0, -0.3, -0.1], [-0.1, -0.1, 0.0], [0.0, -0.2, -0.8], [-0.4, 0.4, -0.4], [0.0, 0.2, 0.1], [0.2, 0.3, 0.3], [0.2, 0.1, -0.1], [0.0, 0.3, 0.3], [0.3, 0.3, 0.3], [0.7, 0.0, 0.0], [0.1, -0.1, 0.4], [0.1, -0.4, 0.9], [0.4, -0.5, -0.3], [0.1, -0.1, 0.2], [-0.1, 0.3, -0.2], [-0.1, -0.2, 0.2], [0.1, 0.0, -0.1]]}